Below is a structure of composition C3H11O4 at a distorted geometry, with properties calculated with the ωB97M-V functional and the def2-TZVPD basis.

Values from the calculation:
- frontier orbital gap (eV) = 5.8
- total charge = -1
- electronic energy (hartree) = -421.66706
- relative energy (zero: lowest compared OMol25 entry of this formula, charge and spin) (kcal per mole) = 153.0
- E_HOMO (eV) = -4.3

XYZ file:
```
18
C3H11O4, DFT the ωB97M-V functional and the def2-TZVPD basis
C 0.9151 0.2333 0.1854
C 0.1486 0.3352 1.5998
O -0.3091 -0.9013 2.1142
C 1.9629 -0.8052 0.2995
O -0.0156 1.0762 -2.6931
H 0.8311 -1.1204 0.1128
H 0.7960 1.0398 -0.5867
H -0.7361 0.9346 1.4525
H 0.6260 0.7973 2.4355
H -1.1905 -1.5822 0.7791
H 2.3985 -0.9402 1.3072
H 2.8100 -0.8060 -0.5005
H 0.1249 1.3730 -3.5635
H -1.2749 1.0820 -1.7020
O -1.9191 1.0863 -0.8793
H -2.0070 -0.9849 -0.3769
H -1.2288 0.9784 -0.1301
O -1.9319 -1.7959 0.1461
```

Löwdin population analysis, charges in e, atoms 1 to 5:
1. C 0.032
2. C -0.381
3. O -0.345
4. C 0.036
5. O -0.471

***

Below is a structure of composition C3H12AlN6O3 at a distorted geometry, with properties calculated with the ωB97M-V functional and the def2-TZVPD basis.

Values from the calculation:
- frontier orbital gap (eV) = 8.3
- total charge = +3
- electronic energy (hartree) = -917.24457
- relative energy (zero: lowest compared OMol25 entry of this formula, charge and spin) (kcal per mole) = 0.0
- E_HOMO (eV) = -21.3

XYZ file:
```
25
C3H12AlN6O3, DFT the ωB97M-V functional and the def2-TZVPD basis
Al 0.1551 0.4336 -0.5268
C 1.8560 0.4868 -2.7200
O 1.5401 0.4330 -1.5462
N 2.0304 1.6123 -3.2625
N 1.8332 -0.5124 -3.5343
H 2.0581 2.4469 -2.6944
H 2.0067 1.7924 -4.2560
H 1.4871 -1.3825 -3.1557
H 1.6784 -0.3824 -4.5238
C 0.3599 -1.6414 1.4040
O 0.3763 -0.6780 0.6932
N -0.5426 -2.0542 2.2425
N 1.3938 -2.3648 1.5374
H -1.3942 -1.5356 2.4036
H -0.4990 -3.0245 2.5196
H 1.2800 -3.0702 2.2513
H 2.2031 -2.3292 0.9342
C -1.9819 1.1336 1.1572
O -1.4402 0.5085 0.2680
N -1.6708 1.2232 2.3921
N -2.9970 1.8920 0.9872
H -2.2836 1.8888 2.8410
H -0.9163 0.6518 2.7447
H -3.3041 2.0383 0.0363
H -3.2287 2.4339 1.8075
```

Löwdin population analysis, charges in e, atoms 1 to 5:
1. Al 0.808
2. C -0.633
3. O 0.166
4. N 0.289
5. N 0.285

***

Below is the molecule C3H12BN3 at a distorted geometry, with properties calculated with the ωB97M-V functional and the def2-TZVPD basis.

Values from the calculation:
- frontier orbital gap (eV) = 9.0
- structure (SMILES) = CNB(NC)NC
- total charge = 0
- electronic energy (hartree) = -310.67109
- E_HOMO (eV) = -8.3

XYZ file:
```
19
C3H12BN3, DFT the ωB97M-V functional and the def2-TZVPD basis
C -0.0454 -1.8992 1.7834
N -0.1908 -1.3379 0.4190
B -0.0497 -0.0142 0.0224
N -0.1643 0.3381 -1.4059
C -0.0465 -0.4302 -2.5680
N -0.1445 0.9913 1.0894
C 0.2342 2.4689 0.7454
H -0.8727 -1.8721 2.4865
H 0.2164 -2.9701 1.5703
H 0.9503 -1.5968 2.2151
H -0.2208 -2.1264 -0.1314
H -0.4223 1.3284 -1.5201
H -0.2251 0.1974 -3.4310
H 0.9062 -0.8841 -2.5194
H -0.8471 -1.1653 -2.5726
H 0.1194 0.7153 2.0234
H 0.2341 3.0876 1.5705
H 1.1511 2.5162 0.1302
H -0.5825 2.6531 0.0929
```

Löwdin population analysis, charges in e, atoms 1 to 5:
1. C -0.107
2. N 0.055
3. B -0.668
4. N -0.002
5. C -0.146

***

Below is a structure of composition C3H12Br3CdN6O3 at a distorted geometry, with properties calculated with the ωB97M-V functional and the def2-TZVPD basis.

Values from the calculation:
- frontier orbital gap (eV) = 2.4
- total charge = -1
- electronic energy (hartree) = -8565.51998
- relative energy (zero: lowest compared OMol25 entry of this formula, charge and spin) (kcal per mole) = 226.8
- E_HOMO (eV) = -5.1

XYZ file:
```
28
C3H12Br3CdN6O3, DFT the ωB97M-V functional and the def2-TZVPD basis
Cd 0.4316 -34.9084 4.3822
Br 2.7852 -37.1688 0.6116
Br -1.8455 -31.2960 7.1786
Br -1.0139 -38.3679 6.7591
C 1.7463 -30.1738 0.7605
O 1.5537 -31.1344 1.4840
N 1.2467 -28.9844 1.0074
N 2.2980 -30.3716 -0.4022
H 1.4213 -28.1908 0.4075
H 0.6851 -28.9035 1.8429
H 2.4266 -29.4737 -0.8465
H 2.6735 -31.2973 -0.5507
C 5.8375 -33.9503 6.9052
O 4.7643 -34.2576 6.5013
N 6.2312 -32.8202 7.4783
N 6.8271 -34.7927 6.8779
H 7.2215 -32.8649 7.6715
H 5.7236 -31.9484 7.4299
H 6.8766 -35.7066 6.4508
H 7.5865 -34.6326 7.5243
C -4.2057 -34.9338 0.6556
O -3.2760 -34.9455 1.4979
N -4.0054 -34.7333 -0.6501
N -5.4505 -35.1527 1.0144
H -4.8340 -34.6293 -1.2183
H -3.1500 -34.2483 -0.8807
H -5.7773 -35.2852 1.9608
H -6.0679 -35.2277 0.2185
```

Löwdin population analysis, charges in e, atoms 1 to 5:
1. Cd 0.828
2. Br -0.631
3. Br -0.631
4. Br -0.551
5. C -0.798

***

Below is a cluster of 2 separate species, C3H12N2 in total at a distorted geometry, with properties calculated with the ωB97M-V functional and the def2-TZVPD basis.

Values from the calculation:
- frontier orbital gap (eV) = 10.0
- structure (SMILES) = CNC.CN
- total charge = 0
- electronic energy (hartree) = -230.92861
- relative energy (zero: lowest compared OMol25 entry of this formula, charge and spin) (kcal per mole) = 39.4
- E_HOMO (eV) = -8.9

XYZ file:
```
17
C3H12N2, DFT the ωB97M-V functional and the def2-TZVPD basis
C -2.3653 0.0043 -1.4602
N -1.6568 0.9124 -0.4570
C -2.0803 0.8769 0.9139
H -2.2256 -1.0315 -1.1586
H -3.4235 0.0657 -1.5919
H -1.8747 0.0281 -2.5114
H -1.7854 1.9188 -0.6945
H -1.4426 1.4240 1.5433
H -1.9677 -0.2142 1.2057
H -3.0926 1.1070 1.0838
C 2.9845 -0.2893 0.7848
N 3.1173 -1.5500 0.0993
H 3.8181 0.2655 0.5302
H 2.9116 -0.4889 1.8775
H 2.0656 0.3779 0.7486
H 2.9783 -1.4811 -0.9967
H 4.0391 -1.9256 0.0833
```

Löwdin population analysis, charges in e, atoms 1 to 5:
1. C -0.126
2. N -0.190
3. C -0.181
4. H 0.057
5. H 0.043

***

Below is a cluster of 2 separate species, C3H12N2 in total, with properties calculated with the ωB97M-V functional and the def2-TZVPD basis.

Values from the calculation:
- frontier orbital gap (eV) = 10.2
- structure (SMILES) = CCN.CN
- total charge = 0
- electronic energy (hartree) = -230.97865
- relative energy (zero: lowest compared OMol25 entry of this formula, charge and spin) (kcal per mole) = 8.0
- E_HOMO (eV) = -9.1

XYZ file:
```
17
C3H12N2, DFT the ωB97M-V functional and the def2-TZVPD basis
C -0.2092 -3.3982 0.6801
C 1.1918 -2.7861 0.6237
N 1.1172 -1.3163 0.7857
H -0.6422 -3.4055 -0.3212
H -0.1572 -4.4449 0.9952
H -0.8483 -2.7914 1.3194
H 1.8685 -3.2339 1.3438
H 1.5939 -2.9760 -0.3760
H 1.3647 -1.0727 1.7386
H 1.8395 -0.8804 0.2236
C -1.3125 3.5915 -1.4717
N -0.3434 3.8998 -0.4201
H -1.0523 2.6294 -1.9186
H -1.2019 4.3433 -2.2616
H -2.3701 3.6293 -1.1632
H -0.3610 4.8792 -0.1816
H -0.4777 3.3329 0.4038
```

Löwdin population analysis, charges in e, atoms 1 to 5:
1. C -0.118
2. C -0.342
3. N -0.029
4. H 0.063
5. H 0.064

***

Below is a cluster of 3 separate species, C3H12N2O in total at a distorted geometry, with properties calculated with the ωB97M-V functional and the def2-TZVPD basis.

Values from the calculation:
- frontier orbital gap (eV) = 7.6
- total charge = 0
- electronic energy (hartree) = -306.04185
- relative energy (zero: lowest compared OMol25 entry of this formula, charge and spin) (kcal per mole) = 126.8
- E_HOMO (eV) = -7.1

XYZ file:
```
18
C3H12N2O, DFT the ωB97M-V functional and the def2-TZVPD basis
C 1.0061 0.4290 -1.3109
C -1.0938 0.7706 -0.0046
C -2.0328 -0.4033 -0.2642
N 2.0136 0.7415 -0.5391
H 1.8953 0.2444 0.4851
H 2.3650 1.6890 -0.5895
H 0.7191 1.0620 -2.1418
H 0.6567 -0.5925 -1.2730
H -1.1411 1.4909 -0.8244
H -1.4031 1.3454 0.8780
H -1.7580 -0.9327 -1.1807
H -1.9760 -1.1310 0.5465
H -3.0754 -0.0881 -0.3744
N 0.9578 -0.4315 1.4618
O 0.6867 -1.7952 1.0062
H 1.5371 -2.2459 1.0666
H 0.7088 -0.4224 2.4494
H -0.0659 0.2698 0.6088
```

Löwdin population analysis, charges in e, atoms 1 to 5:
1. C -0.019
2. C -0.251
3. C -0.180
4. N 0.057
5. H 0.069

***

Below is a structure of composition C3H12N2O at a distorted geometry, with properties calculated with the ωB97M-V functional and the def2-TZVPD basis.

Values from the calculation:
- frontier orbital gap (eV) = 9.5
- total charge = 0
- electronic energy (hartree) = -306.20472
- relative energy (zero: lowest compared OMol25 entry of this formula, charge and spin) (kcal per mole) = 24.6
- E_HOMO (eV) = -8.7

XYZ file:
```
18
C3H12N2O, DFT the ωB97M-V functional and the def2-TZVPD basis
C 1.9161 -1.6725 0.6303
O 0.4745 -1.8110 0.6769
H 2.2788 -1.8734 1.6379
H 2.3300 -2.4328 -0.0458
H 2.2698 -0.6643 0.3100
N -0.4979 -0.7178 -1.3413
C -0.4807 0.7041 -0.8891
C -1.0749 0.9190 0.5023
N -1.1770 2.3473 0.7882
H 0.0081 -1.3710 -0.2408
H -1.4006 -1.0087 -1.7086
H 0.1844 -0.8766 -2.0483
H 0.5791 1.0122 -0.8695
H -0.9815 1.2947 -1.6637
H -2.1004 0.5181 0.5214
H -0.4698 0.3391 1.2237
H -1.5706 2.4903 1.6920
H -0.2874 2.8033 0.8245
```

Löwdin population analysis, charges in e, atoms 1 to 5:
1. C -0.197
2. O -0.272
3. H 0.061
4. H 0.060
5. H 0.063

***

Below is a cluster of 2 separate species, C3H12N2O in total, with properties calculated with the ωB97M-V functional and the def2-TZVPD basis.

Values from the calculation:
- frontier orbital gap (eV) = 10.2
- structure (SMILES) = CCO.NCN
- total charge = 0
- electronic energy (hartree) = -306.22190
- relative energy (zero: lowest compared OMol25 entry of this formula, charge and spin) (kcal per mole) = 13.8
- E_HOMO (eV) = -9.3

XYZ file:
```
18
C3H12N2O, DFT the ωB97M-V functional and the def2-TZVPD basis
C -1.3233 1.4476 0.8795
C -1.9290 0.0625 1.0404
O -2.9664 -0.1651 0.0730
H -1.8406 2.2156 1.4437
H -0.2566 1.4698 1.1252
H -1.3481 1.6922 -0.1858
H -2.3525 -0.0499 2.0279
H -1.2148 -0.7365 0.8249
H -3.8227 0.1524 0.4063
N 1.3556 0.1449 -1.4176
C 1.6313 -1.0084 -0.5646
N 3.0143 -1.4190 -0.5921
H 0.4866 0.0745 -1.9266
H 1.2702 1.0275 -0.9271
H 1.3998 -0.8632 0.4909
H 1.0117 -1.8436 -0.9098
H 3.2981 -1.5380 -1.5613
H 3.5865 -0.6632 -0.2269
```

Löwdin population analysis, charges in e, atoms 1 to 5:
1. C -0.094
2. C -0.304
3. O -0.099
4. H 0.067
5. H 0.062

***

Below is a cluster of 3 separate species, C3H12N2O in total at a distorted geometry, with properties calculated with the ωB97M-V functional and the def2-TZVPD basis.

Values from the calculation:
- frontier orbital gap (eV) = 9.8
- structure (SMILES) = C=C.NCO.N
- total charge = 0
- electronic energy (hartree) = -306.14986
- relative energy (zero: lowest compared OMol25 entry of this formula, charge and spin) (kcal per mole) = 59.0
- E_HOMO (eV) = -9.1

XYZ file:
```
18
C3H12N2O, DFT the ωB97M-V functional and the def2-TZVPD basis
C 5.3188 2.8425 -1.9369
C 4.0006 2.7305 -2.1494
H 6.1688 2.3409 -2.3907
H 5.5569 3.6048 -1.1927
H 3.3703 1.8810 -2.3992
H 3.5134 3.7104 -2.2602
N -2.7590 -2.6655 2.0975
C -1.8075 -1.8264 2.8108
O -1.6674 -0.4412 2.6144
H -3.6889 -2.4418 2.4496
H -2.8129 -2.3209 1.1353
H -1.9365 -2.0734 3.8831
H -0.7916 -2.2222 2.6783
H -2.4671 -0.1134 2.2148
N -2.4481 -1.0305 -1.8341
H -2.4209 -0.4665 -0.9897
H -1.7737 -0.6280 -2.4753
H -3.3551 -0.8804 -2.2557
```

Löwdin population analysis, charges in e, atoms 1 to 5:
1. C -0.087
2. C -0.092
3. H 0.045
4. H 0.044
5. H 0.040